(1)
Below is a cluster of 2 separate species, C3H12N2OS in total, with properties calculated with ωB97M-V with the def2-TZVPD basis set.

The value obtained for the HOMO energy is -8.5 eV. For the orbital gap, the calculation gives 9.03 eV.

Geometry as XYZ:
```
19
C3H12N2OS (ωB97M-V with the def2-TZVPD basis set)
N -0.394 -2.130 -1.033
C -0.742 -0.761 -1.538
N -0.669 0.208 -0.601
C 0.494 0.648 0.173
C 1.124 1.964 -0.171
S 0.275 3.150 1.016
H -1.242 -2.257 -0.415
H 0.387 -2.107 -0.455
H -1.759 -0.732 -2.000
H 0.013 -0.640 -2.315
H -1.453 0.423 0.003
H 1.342 -0.051 0.079
H 0.186 0.520 1.242
H 0.962 2.370 -1.158
H 2.212 2.014 0.037
H -0.930 2.994 0.563
O -0.097 -2.215 2.019
H 0.833 -2.027 2.380
H -0.541 -1.369 2.175
```

Here are the Löwdin charges for atoms 1 to 4, given in e: 0.010 -0.353 -0.091 -0.359

---

(2)
Below is a cluster of 3 separate species, C3H12N2OS2 in total, with properties calculated with ωB97M-V with the def2-TZVPD basis set.

The value obtained for the HOMO energy is -8.8 eV. For the orbital gap, the calculation gives 4.64 eV.

Geometry as XYZ:
```
20
C3H12N2OS2 (ωB97M-V with the def2-TZVPD basis set)
S 2.272 -1.282 -0.131
S -1.070 0.571 -2.354
C 0.090 0.673 -1.083
C -0.575 1.025 0.299
C 0.489 0.975 1.337
N 0.005 1.399 2.633
N -1.699 0.235 0.726
H 3.187 -2.041 -0.755
H 0.904 1.337 -1.299
H 0.413 -0.413 -0.967
H -1.061 2.001 0.270
H 1.310 1.653 1.074
H 0.802 -0.061 1.258
H -0.938 1.776 2.665
H 0.590 2.057 3.127
H -1.575 -0.774 0.597
H -2.390 0.367 -0.020
H -0.487 -3.421 0.371
H 0.379 -2.159 0.170
O -0.471 -2.469 0.494
```

Here are the Löwdin charges for atoms 1 to 4, given in e: 0.508 0.796 -0.686 -0.489

---

(3)
Below is a cluster of 2 separate species, C3H12N2S in total, with properties calculated with ωB97M-V with the def2-TZVPD basis set.

The value obtained for the HOMO energy is -9.2 eV. For the orbital gap, the calculation gives 9.89 eV.

Geometry as XYZ:
```
18
C3H12N2S (ωB97M-V with the def2-TZVPD basis set)
C 2.004 -0.299 -1.753
C 2.895 -0.287 -0.489
S 2.117 0.399 0.985
H 1.656 0.750 -1.942
H 1.168 -0.881 -1.963
H 2.723 -0.452 -2.580
H 3.340 -1.272 -0.285
H 3.717 0.449 -0.852
H 1.054 -0.494 1.010
N -1.718 0.116 0.113
C -3.057 -0.488 -0.138
N -4.231 0.299 0.459
H -1.023 0.042 -0.642
H -1.355 -0.310 0.926
H -3.412 -0.493 -1.203
H -2.849 -1.553 0.086
H -4.326 0.097 1.450
H -3.974 1.269 0.506
```

Here are the Löwdin charges for atoms 1 to 4, given in e: -0.197 -0.653 0.656 0.080

---

(4)
Below is a cluster of 2 separate species, C3H12N3O in total, with properties calculated with ωB97M-V with the def2-TZVPD basis set.

The value obtained for the HOMO energy (spin up / spin down) is -3.1 / -9.0 eV. For the orbital gap (spin up / spin down), the calculation gives 3.88 / 9.66 eV. As for the spin multiplicity: 2.

Geometry as XYZ:
```
19
C3H12N3O (ωB97M-V with the def2-TZVPD basis set)
C -0.198 -0.881 -1.370
C -1.392 -0.126 0.680
N -0.700 1.064 0.748
N -1.288 -0.860 -0.456
N -2.266 -0.415 1.684
H -0.182 1.353 -0.067
H -0.510 1.549 1.602
H -2.036 -1.525 -0.588
H -2.894 -1.198 1.532
H -2.699 0.412 2.130
H -0.284 -0.106 -2.140
H -0.148 -1.831 -1.977
H 0.750 -0.716 -0.855
C 2.934 0.164 0.006
O 2.217 0.890 -1.097
H 2.850 1.548 -1.379
H 3.895 0.701 -0.006
H 2.309 0.357 0.885
H 3.055 -0.850 -0.376
```

Here are the Löwdin charges for atoms 1 to 4, given in e: -0.129 -0.586 0.113 -0.053

---

(5)
Below is a cluster of 2 separate species, C3H12N3S in total, with properties calculated with ωB97M-V with the def2-TZVPD basis set.

The value obtained for the HOMO energy (spin up / spin down) is -2.8 / -9.7 eV. For the orbital gap (spin up / spin down), the calculation gives 3.13 / 10.00 eV. As for the spin multiplicity: 2.

Geometry as XYZ:
```
19
C3H12N3S (ωB97M-V with the def2-TZVPD basis set)
C -0.907 1.239 0.961
C 0.246 1.837 0.143
S 0.082 1.383 -1.640
N -0.373 0.339 2.030
H -1.586 0.654 0.329
H -1.479 2.028 1.464
H 1.210 1.440 0.570
H 0.270 2.927 0.251
H 1.313 0.847 -1.787
H -1.130 0.005 2.617
H 0.270 0.867 2.637
H 0.120 -0.542 1.630
N -0.498 -1.983 -0.954
C 0.444 -2.468 -0.112
N 0.833 -1.880 0.983
H -0.682 -2.485 -1.786
H -0.583 -1.001 -1.009
H 0.904 -3.429 -0.448
H 1.628 -2.414 1.401
```

Here are the Löwdin charges for atoms 1 to 4, given in e: -0.375 -0.556 0.653 0.016

---

(6)
Below is a cluster of 2 separate species, C3H12N4 in total, with properties calculated with ωB97M-V with the def2-TZVPD basis set.

The value obtained for the HOMO energy (spin up / spin down) is -6.5 / -6.5 eV. For the orbital gap (spin up / spin down), the calculation gives 7.45 / 7.44 eV.

Geometry as XYZ:
```
19
C3H12N4 (ωB97M-V with the def2-TZVPD basis set)
C 1.006 0.157 0.166
C -2.018 0.919 0.375
C 1.811 1.399 -0.039
N 1.211 -0.920 -0.587
N 0.269 -1.950 -0.664
N -1.008 0.555 -0.606
N 0.057 -2.450 0.671
H 1.641 -0.769 -1.493
H -0.954 -0.498 -0.786
H -1.099 1.068 -1.477
H 0.630 -0.047 1.160
H 0.129 -3.463 0.636
H -0.898 -2.220 0.943
H -2.036 2.001 0.521
H -1.758 0.458 1.329
H -3.030 0.588 0.101
H 1.193 2.281 0.140
H 2.646 1.428 0.661
H 2.208 1.465 -1.053
```

Here are the Löwdin charges for atoms 1 to 4, given in e: -0.208 -0.160 -0.064 -0.100

---

Calculated relative energy (zero: lowest compared OMol25 entry of this formula, charge and spin) (kJ/mol), listed in the same order as above: 167.2 432.7 111.5 107.5 174.3 422.7
Calculated maximum force (eV/Å), listed in the same order as above: 5.56 2.79 3.62 2.97 1.78 2.12
Calculated total energy (eV), listed in the same order as above: -19167.008 -29999.179 -17119.690 -9820.253 -18607.787 -9261.923